Entry 1:
Computed, not measured: a gas-phase ion, C4H9N2O (charge +1) at a distorted geometry, with ωB97M-V/def2-TZVPD.

```
! RIJCOSX wB97M-V def2-TZVPD def2/J DEFGRID3
* xyz 1 1
C -1.955 -1.013 -0.162
C 0.165 0.096 0.327
C 2.287 0.885 -0.481
C 1.630 0.007 0.612
N -2.892 -0.078 -0.125
N -0.594 -0.912 0.045
O -2.822 1.077 0.312
H -2.189 -1.911 -0.557
H -0.302 1.185 0.398
H 2.056 1.956 -0.073
H 1.638 0.643 -1.409
H 3.411 0.775 -0.531
H 1.754 0.458 1.539
H 1.871 -1.091 0.439
H -3.860 -0.280 -0.392
H -0.200 -1.797 0.056
*
```

As for the energy relative to the best compared isomer or geometry (same formula, charge and spin): 5.025 eV. As for the SMILES: CC/C=[NH+]/C=[NH+]\[O-]. The HOMO-LUMO gap (alpha / beta) comes out at 0.310 / 0.310 Eh. Its LUMO energy (alpha / beta) is -5.39 / -5.39 eV.

---

Entry 2:
Computed, not measured: 2 unconnected molecules or ions with the total composition C3H3N2O at a distorted geometry, with ωB97M-V/def2-TZVPD.

```
! RIJCOSX wB97M-V def2-TZVPD def2/J DEFGRID3
* xyz 1 1
C 0.257 -0.053 -1.147
C 0.352 -0.848 -0.096
C -0.864 -1.014 0.637
N 0.309 2.375 1.016
N 0.252 1.396 1.527
O -1.951 -1.027 0.849
H 1.151 0.382 -1.495
H -0.708 0.170 -1.619
H 1.202 -1.382 0.329
*
```

As for the energy relative to the best compared isomer or geometry (same formula, charge and spin): 0.643 eV. The HOMO-LUMO gap comes out at 0.385 Eh. Its LUMO energy is -6.77 eV.